# 1
Below is C20H17O2PReSe2Te3 as an isolated structure at a distorted geometry, with properties calculated with ωB97M-V with the def2-TZVPD basis set.

Results
Frontier orbital gap (alpha / beta): 0.201 / 0.205 hartree
Largest force on an atom: 2.0 eV/A
DFT total energy: -189103.1359 eV
Multiplicity: 2
E_LUMO (alpha / beta): -2.1 / -1.9 eV

Structure (XYZ):
```
46
Properties=species:S:1:pos:R:3:forces:R:3
Re 0.404 -0.403 -0.310 1.0 0.2 1.0
Se 0.760 0.337 1.919 -0.1 -0.4 -0.7
Te 0.243 -1.471 3.645 0.1 -0.3 0.1
Te 1.462 -3.421 2.191 -0.1 0.2 0.5
Se 0.451 -2.760 -0.017 -0.3 0.3 -0.6
O -0.865 0.428 -4.205 0.1 0.0 0.0
C -0.820 -0.023 -3.088 -1.8 -0.2 -0.8
O 0.219 -0.042 -2.337 0.9 -0.1 1.0
C -2.077 -0.671 -2.444 0.3 0.3 -0.1
P -1.987 -0.392 -0.643 -0.8 -0.6 -0.2
C -2.806 1.184 -0.273 0.3 0.0 0.1
C -2.330 1.929 0.803 0.1 -0.1 0.0
C -2.950 3.111 1.161 -0.1 0.1 0.0
C -4.059 3.545 0.454 0.0 0.0 0.0
C -4.544 2.798 -0.610 -0.1 0.1 0.0
C -3.925 1.619 -0.977 0.1 0.0 0.1
C -3.121 -1.643 0.024 0.2 0.1 0.1
C -4.244 -2.031 -0.699 0.1 0.1 0.1
C -5.073 -3.012 -0.190 -0.1 -0.1 -0.1
C -4.789 -3.613 1.026 0.0 0.0 0.1
C -3.681 -3.214 1.756 0.0 0.0 0.0
C -2.854 -2.224 1.258 0.2 0.2 0.0
H -2.015 -1.757 -2.609 0.0 0.2 0.1
H -2.987 -0.288 -2.911 0.2 -0.1 0.0
H -1.478 1.576 1.378 -0.2 0.1 -0.2
H -2.569 3.689 1.991 0.0 0.0 0.0
H -4.559 4.458 0.739 0.0 0.1 0.0
H -5.413 3.135 -1.154 -0.1 0.0 0.0
H -4.322 1.041 -1.798 0.0 0.0 -0.1
H -4.472 -1.572 -1.651 0.0 0.0 0.0
H -5.942 -3.312 -0.755 -0.1 -0.1 0.0
H -5.441 -4.386 1.407 0.0 -0.1 0.0
H -3.447 -3.671 2.705 0.0 -0.1 0.1
H -1.995 -1.886 1.830 0.0 -0.1 -0.1
Te 2.623 0.648 -1.117 0.8 0.1 -0.1
C 4.171 0.518 0.344 -0.2 0.0 0.0
C 5.321 1.276 0.131 -0.3 -0.1 -0.1
C 6.438 1.086 0.922 0.1 0.0 0.1
C 6.413 0.164 1.958 0.0 0.0 0.0
C 5.261 -0.569 2.194 0.1 0.0 0.1
C 4.152 -0.402 1.388 -0.5 0.0 -0.2
H 5.337 2.004 -0.667 0.1 0.1 -0.1
H 7.335 1.656 0.725 0.0 0.1 0.0
H 7.287 0.015 2.574 0.1 0.0 0.0
H 5.224 -1.287 2.997 0.0 -0.1 0.2
H 3.265 -1.003 1.570 0.2 0.0 -0.1
```
Forces are in eV/Å.

---

# 2
Below is C20H18BCl5IrN8S2 as an isolated structure, with properties calculated with ωB97M-V with the def2-TZVPD basis set.

Results
Frontier orbital gap (alpha / beta): 0.270 / 0.234 hartree
Largest force on an atom: 0.6 eV/A
DFT total energy: -120746.4450 eV
Net charge: +1
Multiplicity: 5
E_LUMO (alpha / beta): -2.2 / -4.3 eV
Energy relative to the best compared isomer or geometry (same formula, charge and spin): 4.26 kcal/mol

Structure (XYZ):
```
55
Properties=species:S:1:pos:R:3:forces:R:3
Ir 0.671 -0.218 0.172 -0.4 0.3 -0.5
Cl 3.751 -0.649 0.620 -0.1 0.0 0.1
C 2.808 -1.492 1.832 0.1 0.1 -0.1
C 1.430 -1.372 1.760 0.1 -0.3 0.2
C 0.691 -2.069 2.707 0.0 0.0 0.0
Cl -1.051 -2.021 2.661 0.1 0.0 0.0
C 1.304 -2.836 3.698 -0.1 0.0 0.0
Cl 0.357 -3.683 4.855 0.0 0.0 0.0
C 2.694 -2.918 3.745 0.1 0.0 0.1
Cl 3.464 -3.856 4.960 0.0 0.0 0.0
C 3.463 -2.241 2.801 0.0 0.0 0.0
Cl 5.175 -2.331 2.836 0.0 0.0 0.0
N 2.209 -3.028 -2.988 0.0 -0.1 0.1
C 2.081 -4.062 -2.083 0.1 0.0 -0.1
C 1.533 -3.517 -0.963 -0.1 0.1 0.0
N 1.315 -2.179 -1.176 0.1 -0.3 0.2
C 1.734 -1.916 -2.387 0.0 0.2 -0.1
C 1.678 -0.541 -2.848 0.0 -0.2 0.0
N 1.357 0.408 -1.996 0.2 0.1 -0.1
C 1.364 1.586 -2.704 0.0 0.0 0.1
C 1.698 1.333 -3.995 0.0 -0.1 -0.1
N 1.898 -0.030 -4.075 0.0 0.1 0.0
H 2.635 -3.100 -3.895 0.0 0.0 0.0
H 2.392 -5.063 -2.319 0.0 0.0 0.0
H 1.280 -3.995 -0.032 0.0 0.0 0.0
H 1.134 2.524 -2.232 0.0 0.0 0.0
H 1.813 1.975 -4.850 0.0 0.0 0.0
H 2.142 -0.536 -4.908 0.0 0.0 0.0
C -4.375 -1.776 -0.799 0.0 0.1 0.1
N -3.953 -0.761 0.159 -0.1 -0.1 0.0
C -4.732 -0.217 1.161 0.0 0.0 -0.1
C -3.947 0.652 1.834 0.1 0.0 0.1
N -2.694 0.633 1.254 -0.1 0.0 0.0
B -1.432 1.355 1.749 0.1 -0.1 -0.1
N -1.141 2.612 0.883 0.0 0.1 0.1
C -2.032 3.619 0.570 0.0 0.0 0.0
C -1.341 4.627 -0.003 0.1 0.0 0.0
N -0.018 4.230 -0.041 0.1 0.0 0.0
C 1.102 5.044 -0.495 -0.1 -0.1 0.0
C 0.086 3.000 0.504 0.1 -0.1 0.0
S 1.555 2.112 0.688 -0.2 0.2 -0.1
C -2.717 -0.237 0.238 0.1 0.0 0.0
S -1.420 -0.724 -0.798 -0.3 0.1 -0.1
H -5.417 -2.012 -0.601 0.0 0.0 0.0
H -3.766 -2.669 -0.681 0.0 0.0 0.0
H -4.275 -1.395 -1.813 0.0 0.0 0.0
H -5.760 -0.501 1.291 0.0 0.0 0.0
H -4.152 1.264 2.695 0.0 0.0 0.0
H -1.466 1.582 2.924 -0.1 0.1 -0.1
H -0.522 0.543 1.513 0.2 0.1 0.4
H -3.083 3.532 0.779 0.0 0.0 0.0
H -1.657 5.583 -0.382 0.0 0.0 0.0
H 0.723 5.796 -1.182 0.0 0.0 0.0
H 1.828 4.409 -0.997 0.0 0.0 0.0
H 1.587 5.527 0.351 0.0 0.0 0.0
```
Forces are in eV/Å.